{"formula": "C43H44As2N11O8SY", "method": "wB97M-V/def2-TZVPD", "elements": ["Y", "C", "C", "N", "C", "S", "N", "N", "C", "C", "C", "C", "C", "C", "C", "N", "H", "H", "H", "H", "H", "H", "H", "H", "H", "H", "H", "H", "H", "O", "C", "O", "C", "C", "C", "C", "C", "C", "O", "N", "O", "O", "N", "O", "O", "H", "H", "C", "As", "C", "C", "C", "C", "C", "C", "C", "As", "C", "C", "H", "H", "H", "H", "H", "H", "H", "H", "H", "H", "H", "H", "H", "H", "H", "H", "N", "C", "O", "C", "C", "C", "C", "N", "C", "H", "H", "H", "H", "H", "H", "N", "C", "C", "C", "C", "C", "C", "C", "N", "C", "C", "N", "C", "H", "H", "H", "H", "H", "H", "H"], "positions_angstrom": [[-0.63093, -0.29212, 0.14651], [4.16379, 3.82580, -0.28990], [4.12384, 2.97902, 0.97781], [3.71013, 1.61972, 0.71512], [2.42646, 1.25664, 0.51973], [2.13623, -0.43625, 0.58115], [1.56578, 2.21738, 0.29370], [0.24133, 1.93461, 0.33704], [-0.57727, 2.92701, 0.15290], [-0.11693, 4.30632, -0.21737], [-1.99468, 2.71368, 0.42976], [-2.98163, 3.62134, 0.03862], [-4.28785, 3.40273, 0.43455], [-4.58517, 2.30161, 1.22505], [-3.54843, 1.44241, 1.55090], [-2.30002, 1.62722, 1.15486], [4.42967, 4.85030, -0.04333], [3.18299, 3.81465, -0.75369], [4.88902, 3.42991, -0.99638], [3.41931, 3.42285, 1.68809], [5.11016, 2.95427, 1.44172], [4.35028, 0.86365, 0.88807], [0.96783, 4.33627, -0.15213], [-0.54076, 5.04104, 0.46642], [-0.42707, 4.56015, -1.23157], [-2.72568, 4.47030, -0.57363], [-5.06895, 4.09005, 0.14874], [-5.59079, 2.10704, 1.56424], [-3.71811, 0.56992, 2.17427], [-2.31784, -0.39045, -3.32930], [-2.53574, -0.14127, -2.15255], [-1.82951, 0.61753, -1.40458], [-3.75677, -0.77285, -1.48087], [-4.93872, -0.88848, -2.16324], [-6.05875, -1.48804, -1.56872], [-5.96547, -2.03659, -0.30004], [-4.75160, -2.01371, 0.35698], [-3.61411, -1.30986, -0.16099], [-2.55865, -1.19346, 0.53881], [-4.61770, -2.73954, 1.57093], [-5.57937, -2.81313, 2.31383], [-3.54575, -3.28572, 1.79245], [-7.28589, -1.59336, -2.28295], [-7.35305, -1.10832, -3.39642], [-8.20799, -2.17092, -1.73560], [-5.01262, -0.52942, -3.17850], [-6.81925, -2.53050, 0.14061], [-0.12929, -4.27160, 2.32769], [-0.41174, -2.30873, 2.28481], [-1.67118, -2.31408, 3.79456], [1.15586, -1.68963, 3.31985], [2.26193, -2.48823, 3.58482], [3.39683, -1.96142, 4.18328], [3.43789, -0.62383, 4.53583], [2.33525, 0.17971, 4.29198], [1.19887, -0.33477, 3.68296], [-0.35301, 0.75879, 3.18778], [-1.12618, 0.83796, 5.03686], [0.31394, 2.61973, 3.36729], [0.74392, -4.60683, 1.76561], [-1.02337, -4.70822, 1.87319], [-0.05794, -4.61888, 3.36210], [-1.13618, -2.17967, 4.74027], [-2.19828, -3.26925, 3.80609], [-2.40686, -1.51882, 3.66188], [2.24478, -3.53507, 3.30260], [4.25717, -2.59384, 4.35560], [4.32845, -0.20457, 4.98635], [2.36413, 1.22905, 4.56809], [-0.33643, 1.10485, 5.74204], [-1.58320, -0.09593, 5.35470], [-1.89041, 1.61937, 5.03589], [0.63189, 2.84699, 4.38896], [-0.52460, 3.28123, 3.12146], [1.12622, 2.83919, 2.67419], [3.12497, -4.70691, -0.15074], [2.14385, -5.41993, -0.75467], [2.25220, -6.60751, -0.97257], [0.89143, -4.67089, -1.09305], [-0.08554, -5.32113, -1.84619], [-1.25304, -4.64843, -2.14358], [-1.41599, -3.35186, -1.67576], [-0.50399, -2.72692, -0.93890], [0.62128, -3.37984, -0.65692], [3.98277, -5.19564, 0.05138], [3.12512, -3.70308, -0.09229], [0.09542, -6.33543, -2.16732], [-2.02672, -5.11776, -2.72733], [-2.31311, -2.79724, -1.90816], [1.33364, -2.82868, -0.04575], [5.17450, 5.86379, -6.80023], [4.64275, 5.02429, -6.22952], [3.97809, 3.98097, -5.54475], [4.13278, 2.66317, -5.97254], [3.46755, 1.64311, -5.32714], [2.65070, 1.91298, -4.22875], [2.48892, 3.23275, -3.80999], [3.14201, 4.25688, -4.46362], [2.04096, 0.86402, -3.53135], [2.47878, -0.43718, -3.50905], [1.67217, -1.10257, -2.64432], [0.74331, -0.24440, -2.12208], [0.98083, 0.91456, -2.68029], [4.77026, 2.44543, -6.81428], [3.57091, 0.63401, -5.69106], [1.85565, 3.45502, -2.96672], [3.01410, 5.27777, -4.14111], [3.33023, -0.77831, -4.05787], [1.70285, -2.14158, -2.38039], [0.36814, 1.78365, -2.53095]], "forces_ev_per_a": [[0.27, -0.05, -0.43], [0.03, -0.05, 0.21], [-0.11, 0.33, -0.25], [0.29, -0.02, 0.03], [-0.26, -0.59, -0.20], [0.01, -0.33, 0.25], [0.35, 1.14, 0.01], [-0.30, 0.27, -0.11], [0.97, 0.01, -0.13], [0.20, -0.20, 0.21], [-0.87, -0.09, 0.21], [0.34, -0.14, 0.09], [-0.07, -0.16, 0.12], [0.14, 0.12, -0.12], [-0.15, -0.10, 0.14], [0.18, 0.27, -0.51], [0.07, 0.16, -0.04], [-0.06, 0.04, -0.08], [0.10, -0.02, -0.08], [0.08, 0.02, 0.01], [-0.04, -0.08, 0.04], [-0.06, 0.04, 0.03], [-0.05, 0.09, -0.06], [-0.06, 0.08, -0.04], [-0.05, 0.02, -0.06], [0.01, 0.12, -0.03], [-0.06, 0.07, -0.09], [-0.04, -0.02, 0.05], [-0.04, -0.07, -0.11], [-0.14, 0.07, 0.12], [-0.88, -0.42, -0.83], [0.09, 0.47, -0.01], [0.49, -0.01, 0.32], [-0.38, -0.17, -0.07], [1.28, 0.20, 0.67], [-0.06, -0.19, -0.14], [0.16, 0.89, -1.21], [-0.96, -0.26, -0.10], [-0.17, -0.13, 0.08], [0.23, -0.57, 0.80], [-0.13, 0.03, 0.11], [-0.26, -0.11, -0.06], [-0.72, -0.07, -0.31], [0.06, 0.09, -0.15], [-0.22, -0.08, 0.03], [0.04, 0.06, -0.06], [0.04, -0.02, 0.02], [-0.08, 0.17, -0.15], [0.65, -1.01, 1.61], [-0.25, 0.04, 0.05], [0.03, 0.09, 0.02], [-0.29, -0.16, -0.11], [0.11, 0.01, -0.02], [0.08, -0.03, -0.02], [-0.22, 0.19, 0.02], [0.01, -0.04, 0.05], [0.70, 0.19, 1.51], [-0.26, 0.02, -0.38], [-0.02, -0.04, -0.21], [-0.05, 0.12, 0.08], [0.08, 0.04, 0.03], [0.02, 0.15, -0.12], [-0.03, -0.02, -0.27], [0.05, 0.16, -0.06], [0.02, -0.09, 0.05], [0.05, 0.00, 0.02], [0.02, -0.04, 0.04], [-0.01, 0.00, 0.04], [0.05, -0.02, -0.01], [0.00, 0.00, -0.18], [0.04, 0.02, -0.12], [0.05, -0.04, 0.05], [-0.07, -0.20, -0.12], [0.05, -0.13, 0.04], [-0.03, -0.12, 0.00], [0.30, 0.14, 0.13], [-0.02, 0.12, 0.14], [-0.07, -0.19, -0.12], [-0.29, 0.09, -0.09], [0.13, 0.18, 0.16], [0.15, 0.03, 0.07], [-0.21, -0.07, -0.14], [0.19, 0.28, 0.13], [0.26, -0.34, -0.05], [-0.07, 0.05, -0.02], [0.01, -0.02, 0.00], [0.02, -0.08, -0.04], [-0.14, 0.01, -0.07], [-0.05, 0.01, -0.04], [-0.08, -0.12, -0.07], [0.21, 0.31, -0.18], [0.20, 0.36, -0.20], [-0.44, -0.68, 0.38], [-0.05, 0.16, 0.11], [-0.17, -0.11, 0.15], [0.31, 0.61, -0.30], [-0.07, -0.21, 0.00], [0.08, -0.04, -0.18], [-0.22, -0.20, 0.21], [0.03, -0.66, 0.15], [0.28, 0.10, -0.31], [-0.18, 0.30, -0.07], [-0.35, 0.00, 0.16], [0.04, -0.02, -0.10], [0.01, -0.10, -0.01], [-0.03, 0.02, 0.18], [-0.02, 0.10, 0.06], [0.15, -0.01, -0.15], [0.10, -0.05, -0.01], [0.00, 0.16, 0.01]], "charge": 0, "homo_lumo_gap_ha": 0.2756, "homo_energy_ev": -8.12, "largest_force_ha_per_bohr": 0.039}